Record 1
91
Properties=species:S:1:pos:R:3:lowdin_spin:R:1 method="wB97M-V/def2-TZVPD" total_charge=-1 e_lumo_ev="2.096 / 1.611" multiplicity=2 e_above_lowest_kcal_mol=0.0 energy_ev=-212502.2426
Pt 0.060 0.743 -0.369 0.6999
F -4.421 -2.085 0.209 0.0000
C -4.512 -1.042 -0.635 0.0000
C -3.833 0.089 -0.404 0.0000
N -3.882 1.156 -1.269 0.0000
C -3.177 2.430 -1.011 0.0003
C -2.600 2.510 0.409 0.0004
O -3.065 3.354 1.167 0.0000
O -1.681 1.672 0.698 0.0021
C -4.618 1.093 -2.429 0.0000
O -4.643 1.981 -3.262 0.0000
N -5.332 -0.078 -2.605 0.0000
C -5.326 -1.223 -1.816 0.0000
O -5.938 -2.222 -2.140 0.0000
H -3.179 0.195 0.456 0.0000
H -3.895 3.231 -1.155 0.0000
H -2.369 2.538 -1.737 0.0002
H -5.862 -0.129 -3.463 0.0000
C -1.905 0.639 -6.525 0.0000
C -2.142 1.375 -5.209 0.0000
C -1.788 0.564 -4.009 0.0009
N -1.116 1.010 -3.015 0.0091
N -0.980 0.095 -2.004 0.0083
C -1.529 -1.081 -2.256 0.0016
N -1.485 -2.113 -1.432 0.0005
S -2.308 -1.096 -3.804 0.0006
H -2.165 1.278 -7.368 0.0000
H -2.516 -0.263 -6.594 0.0000
H -0.859 0.345 -6.630 0.0000
H -3.187 1.683 -5.114 0.0000
H -1.538 2.281 -5.154 0.0000
H -1.132 -1.905 -0.448 -0.0006
H -2.051 -2.918 -1.630 0.0001
C 4.184 1.134 -4.201 0.0039
Ge 2.725 1.939 -3.141 0.0080
C 3.397 3.600 -2.331 0.0004
C 1.368 2.514 -4.445 -0.0001
Ge 2.076 0.175 -1.559 0.0181
C 3.651 -0.104 -0.408 0.0006
C 3.802 -1.226 0.405 0.0003
C 4.930 -1.402 1.194 -0.0001
C 5.939 -0.451 1.188 0.0004
C 5.806 0.676 0.393 -0.0001
C 4.675 0.844 -0.395 0.0005
C 1.734 -1.458 -2.624 0.0012
C 1.673 -2.734 -2.060 0.0007
C 1.371 -3.848 -2.829 -0.0001
C 1.110 -3.712 -4.186 0.0006
C 1.161 -2.454 -4.766 -0.0001
C 1.471 -1.344 -3.989 0.0008
H 4.594 1.881 -4.884 0.0006
H 3.817 0.289 -4.787 0.0000
H 4.985 0.775 -3.555 0.0000
H 4.349 3.871 -2.794 0.0000
H 3.526 3.529 -1.255 0.0000
H 2.674 4.395 -2.515 0.0001
H 1.860 3.148 -5.187 0.0001
H 0.598 3.091 -3.934 0.0000
H 0.887 1.684 -4.961 0.0000
H 3.023 -1.969 0.458 0.0000
H 5.011 -2.280 1.824 0.0000
H 6.817 -0.581 1.809 0.0000
H 6.578 1.436 0.389 0.0000
H 4.597 1.740 -0.993 0.0001
H 1.834 -2.870 -0.999 0.0000
H 1.328 -4.826 -2.364 0.0000
H 0.869 -4.581 -4.787 0.0001
H 0.956 -2.332 -5.823 0.0000
H 1.507 -0.370 -4.463 0.0001
C 0.253 3.844 2.008 0.0001
S 1.289 3.075 0.809 0.0066
O 2.628 3.570 0.991 0.0100
O 0.694 3.281 -0.514 0.0743
O 1.201 1.590 1.120 0.0107
H 0.696 3.663 2.986 0.0002
H -0.742 3.411 1.937 0.0000
H 0.236 4.910 1.788 0.0001
C -1.433 -2.988 2.023 0.0084
C -0.623 -1.685 1.983 0.0127
O -0.622 -1.167 0.720 0.1181
C 0.821 -2.002 2.429 -0.0006
F 0.887 -2.542 3.665 -0.0003
F 1.353 -2.927 1.589 -0.0002
F 1.624 -0.944 2.412 -0.0007
C -1.274 -0.689 2.976 -0.0005
F -2.529 -0.417 2.581 -0.0001
F -0.613 0.459 3.080 -0.0004
F -1.375 -1.207 4.224 -0.0002
H -0.994 -3.686 1.311 0.0001
H -2.455 -2.769 1.721 0.0001
H -1.437 -3.444 3.012 0.0021

***

Record 2
19
Properties=species:S:1:pos:R:3:lowdin_spin:R:1 method="wB97M-V/def2-TZVPD" e_lumo_ev="0.687 / -2.910" multiplicity=2 e_above_lowest_kcal_mol=1.2 energy_ev=-10935.4137
C -0.378 0.436 -0.060 0.0610
O 0.540 0.059 -1.059 0.8048
C -0.253 -0.607 1.008 0.0199
C -1.323 -0.595 2.105 0.0037
N -0.220 -1.977 0.399 0.0303
H -1.384 0.527 -0.479 0.0023
H -0.133 1.445 0.308 0.0346
H 0.741 -0.400 1.445 -0.0005
H -1.419 -1.455 2.764 0.0016
H -1.039 0.312 2.660 0.0003
H -2.313 -0.430 1.667 0.0004
H -0.909 -2.064 -0.335 -0.0004
H 0.735 -2.178 0.144 0.0010
H 1.903 0.404 -0.553 0.0005
H 3.213 1.016 -1.125 -0.0003
O 2.770 0.829 -0.291 0.0380
H -0.129 2.276 -2.586 0.0001
H -0.198 0.795 -2.742 -0.0012
O -0.206 1.607 -3.271 0.0041

***

- What is the multiplicity in the first record?
  2